i.
Computed, not measured: one molecule with the formula C3H4N2O2S, with ωB97M-V/def2-TZVPD.

Structure (XYZ):
```
12
C3H4N2O2S ωB97M-V/def2-TZVPD
C -2.079 -0.251 0.330
C -0.657 -0.312 -0.231
N 0.050 -1.375 -0.177
O 1.305 -1.230 -0.445
C 2.118 -0.095 -0.184
S 3.732 -0.225 0.099
N 1.181 0.938 0.026
O 0.003 0.868 -0.606
H -2.530 -1.188 0.490
H -2.054 0.519 1.347
H -2.604 0.431 -0.437
H 1.535 1.922 -0.213
```

Values from the calculation:
gap between HOMO and LUMO: 9.3 eV
SMILES: CC1=NOC(=S)NO1
HOMO level: -9.32 eV
charge: 0

natural (NBO) population analysis, charges in e, atoms 1 to 5:
1. C -0.66
2. C 0.46
3. N -0.13
4. O -0.37
5. C 0.30

---

ii.
Computed, not measured: one molecule with the formula C3H4N2O2S, with ωB97M-V/def2-TZVPD.

Structure (XYZ):
```
12
C3H4N2O2S ωB97M-V/def2-TZVPD
N -1.961 0.893 0.792
S -1.607 -0.447 0.185
O -2.191 -0.936 -1.040
C 0.152 -0.358 0.057
C 0.991 0.745 -0.614
C 2.238 0.291 -0.375
O 2.220 -0.865 0.311
N 0.951 -1.236 0.560
H -2.930 1.162 0.767
H -1.681 -1.519 1.097
H 0.605 1.599 -1.118
H 3.211 0.671 -0.620
```

Values from the calculation:
gap between HOMO and LUMO: 11.1 eV
SMILES: N=[S@@H](=O)c1ccon1
HOMO level: -10.40 eV
charge: 0

natural (NBO) population analysis, charges in e, atoms 1 to 5:
1. N -1.15
2. S 1.87
3. O -0.92
4. C -0.13
5. C -0.31

---

iii.
Computed, not measured: one molecule with the formula C3H4N2O2S, with ωB97M-V/def2-TZVPD.

Structure (XYZ):
```
12
C3H4N2O2S ωB97M-V/def2-TZVPD
H -1.927 0.630 -0.945
N -1.294 1.222 -0.271
C -0.348 0.427 -0.041
C 0.981 0.720 0.451
O 1.265 1.941 0.930
C 1.561 -0.495 0.383
O 0.760 -1.545 -0.144
N -0.399 -0.854 -0.267
S -1.411 -1.471 -1.402
H 0.202 2.354 1.047
H 2.553 -0.772 0.625
H -1.943 -2.158 -0.365
```

Values from the calculation:
gap between HOMO and LUMO: 9.1 eV
SMILES: [H]/N=c1/c(O)con1S
HOMO level: -8.59 eV
charge: 0

natural (NBO) population analysis, charges in e, atoms 1 to 5:
1. H 0.34
2. N -0.76
3. C 0.31
4. C 0.19
5. O -0.64

---

ii has the most favorable energy; the next structure is 38.8 kJ/mol above.

---

i.
Computed, not measured: C20H21BF6N15NaO6S2 as an isolated structure, with ωB97M-V/def2-TZVPD.

Structure (XYZ):
```
72
C20H21BF6N15NaO6S2 ωB97M-V/def2-TZVPD
Na -0.433 -1.154 -0.262
C 2.667 2.864 -1.840
C 1.430 2.228 -2.056
N 1.525 0.917 -1.887
N 2.813 0.674 -1.566
C 3.518 1.827 -1.521
B 3.388 -0.729 -1.234
N 2.805 -1.824 -2.143
C 3.505 -2.685 -2.914
C 2.611 -3.548 -3.512
C 1.356 -3.124 -3.030
N 1.487 -2.092 -2.210
N 3.147 -1.103 0.257
C 4.074 -1.145 1.237
C 3.447 -1.538 2.404
C 2.104 -1.721 2.022
N 1.937 -1.454 0.732
H 2.903 3.915 -1.892
H 0.473 2.667 -2.301
H 4.571 1.826 -1.283
H 4.588 -0.683 -1.401
H 4.581 -2.625 -2.977
H 2.831 -4.361 -4.186
H 0.370 -3.531 -3.226
H 5.106 -0.905 1.035
H 3.893 -1.688 3.374
H 1.265 -2.031 2.627
F -3.859 -3.608 0.197
C -2.952 -4.542 0.399
F -3.379 -5.318 1.433
F -2.829 -5.318 -0.670
S -1.301 -3.871 0.921
O -0.701 -3.103 -0.130
O -0.634 -5.067 1.345
N -1.749 -3.031 2.185
S -1.988 -1.481 2.241
O -0.959 -0.661 1.652
O -3.353 -1.071 2.107
C -1.680 -1.303 4.053
F -1.782 -0.010 4.391
F -2.581 -1.993 4.764
F -0.454 -1.726 4.394
N -0.917 -0.319 -3.749
N -1.892 -1.351 -3.643
C -2.278 -1.866 -2.370
O -2.768 -3.005 -2.365
O -2.128 -1.060 -1.391
H -1.313 0.495 -3.297
H -0.104 -0.548 -3.180
H -1.723 -2.092 -4.300
N -3.578 1.912 -1.660
C -3.093 2.801 -0.790
N -3.790 3.931 -0.567
C -3.240 4.733 0.332
N -3.887 5.925 0.572
N -2.131 4.508 1.032
C -1.513 3.359 0.711
N -1.927 2.493 -0.186
C -0.264 3.040 1.481
C 0.053 3.791 2.610
C 1.168 3.438 3.353
C 1.938 2.367 2.936
C 1.564 1.702 1.774
N 0.488 2.022 1.065
H -4.504 2.064 -2.013
H -3.205 0.963 -1.630
H -4.843 5.944 0.266
H -3.682 6.354 1.457
H -0.581 4.619 2.888
H 1.425 3.991 4.249
H 2.807 2.039 3.491
H 2.156 0.874 1.396
```

Values from the calculation:
gap between HOMO and LUMO: 6.8 eV
HOMO level: -2.82 eV
charge: -2

Löwdin population analysis, charges in e, atoms 1 to 5:
1. Na 0.19
2. C -0.10
3. C -0.19
4. N 0.09
5. N -0.04

---

ii.
Computed, not measured: C20H21BF6N15NaO6S2 as an isolated structure, with ωB97M-V/def2-TZVPD.

Structure (XYZ):
```
72
C20H21BF6N15NaO6S2 ωB97M-V/def2-TZVPD
Na 1.027 0.208 0.182
C -1.010 3.100 -3.050
C -0.630 1.836 -2.567
N -0.032 1.938 -1.392
N -0.012 3.249 -1.086
C -0.594 3.970 -2.062
B 0.536 3.759 0.261
N 2.043 3.466 0.399
C 3.028 4.334 0.694
C 4.218 3.638 0.735
C 3.848 2.313 0.446
N 2.542 2.221 0.248
N -0.265 3.119 1.426
C -1.115 3.754 2.256
C -1.644 2.822 3.128
C -1.035 1.617 2.737
N -0.215 1.806 1.714
H -1.509 3.342 -3.973
H -0.778 0.855 -2.993
H -0.669 5.043 -1.980
H 0.368 4.958 0.316
H 2.808 5.379 0.845
H 5.202 4.027 0.937
H 4.460 1.426 0.360
H -1.272 4.816 2.168
H -2.349 2.988 3.925
H -1.161 0.624 3.139
F 2.944 -3.430 1.274
C 3.191 -3.071 2.528
F 3.140 -4.169 3.300
F 4.429 -2.576 2.605
S 1.974 -1.812 3.099
O 2.131 -0.713 2.186
O 2.300 -1.614 4.480
N 0.625 -2.611 2.990
S -0.377 -2.652 1.786
O -0.575 -1.408 1.091
O -0.307 -3.857 1.010
C -1.922 -2.858 2.769
F -2.955 -2.989 1.927
F -1.883 -3.951 3.541
F -2.159 -1.805 3.556
N 2.772 1.351 -3.093
N 3.853 0.500 -2.750
C 3.711 -0.409 -1.659
O 4.768 -0.766 -1.117
O 2.522 -0.763 -1.394
H 2.106 0.792 -3.612
H 2.279 1.619 -2.242
H 4.716 1.015 -2.678
N 1.017 -2.648 -2.672
C -0.267 -2.873 -2.384
N -0.748 -4.114 -2.592
C -2.007 -4.272 -2.221
N -2.562 -5.521 -2.418
N -2.802 -3.347 -1.685
C -2.218 -2.153 -1.543
N -0.991 -1.843 -1.902
C -3.032 -1.099 -0.849
C -4.316 -1.382 -0.393
C -4.987 -0.403 0.320
C -4.363 0.813 0.546
C -3.089 1.006 0.027
N -2.441 0.072 -0.653
H 1.571 -3.463 -2.866
H 1.506 -1.838 -2.266
H -1.878 -6.257 -2.470
H -3.347 -5.703 -1.814
H -4.742 -2.357 -0.574
H -5.980 -0.594 0.710
H -4.841 1.599 1.116
H -2.557 1.941 0.174
```

Values from the calculation:
gap between HOMO and LUMO: 7.1 eV
HOMO level: -3.15 eV
charge: -2

Löwdin population analysis, charges in e, atoms 1 to 5:
1. Na 0.22
2. C -0.09
3. C -0.18
4. N 0.07
5. N -0.03

---

ii has the most favorable energy; the next structure is 140.7 kJ/mol above.

---

i.
Computed, not measured: a 2-piece molecular cluster, C5H14NO overall, with ωB97M-V/def2-TZVPD.

Structure (XYZ):
```
21
C5H14NO ωB97M-V/def2-TZVPD
C 0.355 1.077 -0.311
C 1.225 0.392 0.662
C 0.992 -1.135 0.863
C -0.754 -1.876 2.294
C -0.481 -1.380 1.132
N 1.071 1.165 -1.756
H -0.811 0.867 -0.394
H 0.281 2.125 0.065
H 1.240 0.936 1.603
H 2.255 0.532 0.290
H 1.395 -1.677 -0.036
H 1.650 -1.695 1.647
H -0.204 -2.115 3.180
H -1.798 -2.199 2.427
H -1.236 -0.823 0.452
H 2.126 1.313 -1.700
H 0.529 1.893 -2.319
H 0.960 0.182 -2.097
H -2.985 1.222 -2.598
H -3.290 0.340 -1.535
O -2.520 0.858 -1.870
```

Values from the calculation:
gap between HOMO and LUMO: 9.3 eV
HOMO level: -12.85 eV
charge: +1

natural (NBO) population analysis, charges in e, atoms 1 to 5:
1. C -0.24
2. C -0.45
3. C -0.45
4. C -0.36
5. C -0.22

---

ii.
Computed, not measured: a 3-piece molecular cluster, C5H14NO overall, with ωB97M-V/def2-TZVPD.

Structure (XYZ):
```
21
C5H14NO ωB97M-V/def2-TZVPD
C 0.621 1.589 0.301
O 0.554 1.831 -1.169
C 0.547 0.145 0.755
C -0.976 -0.356 0.622
C -1.330 -0.348 -0.934
C -1.105 -1.823 1.300
N 1.451 -0.792 0.150
H -0.144 2.296 0.630
H 1.611 2.020 0.456
H 1.217 1.206 -1.507
H 0.640 0.200 1.923
H -1.694 0.296 1.119
H -2.217 -0.761 -1.282
H -1.332 0.731 -1.256
H -0.312 -0.704 -1.369
H -0.936 -1.840 2.364
H -0.346 -2.479 0.927
H -2.103 -2.302 1.154
H 2.327 -0.941 0.629
H 1.223 -1.302 -4.215
H 0.932 -0.761 -3.527
```

Values from the calculation:
gap between HOMO and LUMO: 6.0 eV
HOMO level: -15.34 eV
charge: +1

natural (NBO) population analysis, charges in e, atoms 1 to 5:
1. C -0.05
2. O -0.59
3. C -0.23
4. C -0.14
5. C -0.62

---

iii.
Computed, not measured: a 3-piece molecular cluster, C5H14NO overall, with ωB97M-V/def2-TZVPD.

Structure (XYZ):
```
21
C5H14NO ωB97M-V/def2-TZVPD
C -1.537 1.023 -0.632
C -1.792 -0.388 -1.216
C -0.520 -1.227 -1.294
C 0.086 -1.449 -2.500
C 0.076 -1.760 -0.052
N 2.342 2.119 2.940
H -0.925 1.590 -1.360
H -2.455 1.540 -0.396
H -2.185 -0.289 -2.228
H -2.455 -0.956 -0.578
H -0.334 -1.113 -3.461
H 1.018 -2.031 -2.613
H -0.657 -2.307 0.551
H 0.985 -2.334 -0.254
H 0.398 -0.855 0.679
H 2.986 2.797 2.562
H 2.006 2.429 3.836
H 1.586 1.840 2.301
H -0.908 0.923 0.250
H 1.495 0.096 2.047
O 0.788 0.352 1.421
```

Values from the calculation:
gap between HOMO and LUMO: 3.7 eV
HOMO level: -12.98 eV
charge: +1

natural (NBO) population analysis, charges in e, atoms 1 to 5:
1. C -0.60
2. C -0.44
3. C 0.05
4. C -0.05
5. C -0.44

---

i has the most favorable energy; the next structure is 416.6 kJ/mol above.

---

i.
Computed, not measured: C5H14NO as an isolated structure, with ωB97M-V/def2-TZVPD.

Structure (XYZ):
```
21
C5H14NO ωB97M-V/def2-TZVPD
C -0.753 1.551 -2.161
C -1.398 -0.558 -0.163
C 0.709 -1.964 1.486
C 0.262 1.534 -0.943
C -0.213 0.167 0.452
N 0.878 -0.895 0.508
O -0.141 0.830 1.771
H -0.567 2.258 -2.977
H -1.878 1.633 -1.981
H -0.694 0.647 -2.667
H -1.606 -1.503 0.309
H -1.157 -0.847 -1.187
H -2.285 0.119 -0.379
H 1.662 -2.386 1.760
H 0.354 -1.433 2.353
H -0.049 -2.551 1.082
H 1.240 1.187 -1.137
H 0.246 2.465 -0.380
H 1.078 -1.062 -0.517
H 1.677 -0.457 0.767
H -0.914 1.406 1.701
```

Values from the calculation:
gap between HOMO and LUMO: 10.7 eV
HOMO level: -13.96 eV
charge: +1

natural (NBO) population analysis, charges in e, atoms 1 to 5:
1. C -0.66
2. C -0.71
3. C -0.42
4. C -0.33
5. C 0.42

---

ii.
Computed, not measured: a 2-piece molecular cluster, C5H14NO overall, with ωB97M-V/def2-TZVPD.

Structure (XYZ):
```
21
C5H14NO ωB97M-V/def2-TZVPD
C 1.732 0.443 1.071
C 0.769 -0.601 1.659
C -0.132 -1.087 0.624
C -1.020 -0.129 -0.071
C -1.774 -0.360 -1.162
N -0.971 1.302 0.431
H 2.743 0.385 1.572
H 1.972 0.190 0.058
H 1.683 1.460 1.356
H 1.203 -1.361 2.178
H 0.116 -0.292 2.593
H -0.796 -1.915 0.958
H 0.447 -1.562 -0.269
H -2.397 0.300 -1.610
H -1.829 -1.316 -1.586
H -0.185 1.878 0.116
H -1.753 1.789 -0.090
H -1.044 1.299 1.549
H 1.231 0.906 -2.154
H 1.389 -0.452 -2.794
O 0.821 -0.002 -2.203
```

Values from the calculation:
gap between HOMO and LUMO: 10.2 eV
HOMO level: -13.75 eV
charge: +1

natural (NBO) population analysis, charges in e, atoms 1 to 5:
1. C -0.70
2. C -0.42
3. C -0.49
4. C 0.17
5. C -0.32

---

iii.
Computed, not measured: a 2-piece molecular cluster, C5H14NO overall, with ωB97M-V/def2-TZVPD.

Structure (XYZ):
```
21
C5H14NO ωB97M-V/def2-TZVPD
C 0.194 0.713 -0.748
O 1.478 0.202 -1.078
C -0.820 -0.329 -0.535
C -0.732 -1.327 0.497
C -2.032 -1.360 1.398
C -2.590 -0.023 1.831
N 4.326 1.608 -1.654
H 0.385 1.408 0.081
H -0.078 1.342 -1.595
H 1.551 -0.064 -2.004
H -1.517 -0.579 -1.352
H 0.123 -1.128 1.156
H -0.658 -2.364 0.125
H -1.734 -1.955 2.259
H -2.771 -1.900 0.803
H -3.682 0.021 1.819
H -2.235 0.596 0.996
H -2.333 0.442 2.781
H 4.746 1.410 -2.539
H 4.637 2.348 -1.055
H 3.742 0.941 -1.187
```

Values from the calculation:
gap between HOMO and LUMO: 4.2 eV
HOMO level: -11.79 eV
charge: +1

natural (NBO) population analysis, charges in e, atoms 1 to 5:
1. C -0.23
2. O -0.64
3. C 0.45
4. C -0.58
5. C -0.33

---

iv.
Computed, not measured: a 2-piece molecular cluster, C5H14NO overall, with ωB97M-V/def2-TZVPD.

Structure (XYZ):
```
21
C5H14NO ωB97M-V/def2-TZVPD
C 0.586 -0.859 -0.106
C 1.286 -0.250 1.057
C 0.628 1.028 1.625
C -1.529 -0.272 2.145
C -0.895 0.858 1.851
N 0.350 0.237 -1.218
H -0.452 -1.160 0.029
H 1.071 -1.579 -0.751
H 1.387 -1.081 1.784
H 2.360 -0.146 0.772
H 0.815 1.820 0.899
H 1.088 1.396 2.534
H -0.980 -1.214 2.158
H -2.578 -0.250 2.378
H -1.461 1.783 1.733
H 1.124 0.896 -1.112
H 0.306 -0.100 -2.185
H -0.472 0.818 -1.032
H -0.792 0.007 -4.666
H -1.215 -1.357 -3.970
O -0.626 -0.577 -3.923
```

Values from the calculation:
gap between HOMO and LUMO: 10.4 eV
HOMO level: -13.53 eV
charge: +1

natural (NBO) population analysis, charges in e, atoms 1 to 5:
1. C -0.18
2. C -0.46
3. C -0.45
4. C -0.39
5. C -0.21

---

iv has the most favorable energy; the next structure is 161.8 kJ/mol above.